DFT (wB97M-V/def2-TZVPD) results for C4H7OP in the gas phase in a non-equilibrium geometry.

Calculated values
- Orbital gap: 10.206 eV
- Structure (SMILES): O=[P@@H]1C=CCC1
- HOMO: -9.40 eV

XYZ file:
```
13
Properties=species:S:1:pos:R:3:forces:R:3
P 1.352530 -0.007878 -0.392514 4.0 1.4 5.4
O 2.627888 0.083774 0.610691 -4.4 -0.5 -3.3
C 0.301508 1.471468 -0.147631 0.5 -2.8 -1.1
C -0.009466 -1.147324 -0.161913 1.8 -0.9 0.4
C -0.914859 1.103780 0.223748 1.9 -1.4 -0.5
C -1.177766 -0.386781 0.286570 -2.9 0.7 1.6
H -1.466715 1.818121 0.715132 -2.0 1.3 0.9
H 1.783500 -0.467238 -1.568700 0.6 0.2 -2.0
H -0.136640 -1.609919 -1.132661 -0.2 -0.3 -0.1
H 0.336398 -1.885063 0.557793 -0.1 -0.3 0.0
H -1.974845 -0.735975 -0.371810 -0.6 0.5 0.3
H -1.553968 -0.575250 1.366174 0.8 0.0 -1.7
H 0.832434 2.338289 0.015121 0.5 2.2 0.1
```
Forces are in eV/Å.

---

DFT (wB97M-V/def2-TZVPD) results for a molecular structure, C4H7OTb in a non-equilibrium geometry.

Calculated values
- Orbital gap (alpha / beta): 6.081 / 8.214 eV
- Multiplicity: 7
- Total charge: +2
- HOMO (alpha / beta): -17.91 / -17.93 eV

XYZ file:
```
13
Properties=species:S:1:pos:R:3:forces:R:3
Tb 4.133726 1.019787 0.586953 -1.5 0.5 0.5
O 1.687559 0.956505 0.601335 2.5 -1.0 0.1
C 0.841129 0.254387 -0.009994 -2.7 2.5 -0.2
C -1.690335 0.438308 -0.153669 -0.3 -0.1 -0.8
C -0.441616 -0.075159 0.569815 1.6 -1.0 0.8
C -1.360943 -0.995846 -0.236682 -0.4 -0.1 -0.1
H -2.491091 0.761916 0.509910 0.3 0.0 -0.1
H 0.861073 0.268127 -1.117046 0.4 -0.7 0.2
H -1.526862 1.066705 -1.029704 -0.1 -0.2 0.2
H -0.480070 -0.147413 1.656689 0.0 0.2 -0.3
H -0.974192 -1.388102 -1.177767 -0.1 0.1 0.3
H 3.367265 -0.452062 -0.564594 0.0 -0.6 -0.5
H -1.925646 -1.707155 0.364754 0.1 0.2 -0.2
```
Forces are in eV/Å.

---

DFT (wB97M-V/def2-TZVPD) results for 2 unconnected molecules or ions with the total composition C4H7PS in a non-equilibrium geometry.

Calculated values
- Orbital gap: 8.721 eV
- Structure (SMILES): C1=CCP=C1.S
- HOMO: -8.56 eV

XYZ file:
```
13
Properties=species:S:1:pos:R:3:forces:R:3
S 1.397510 2.802734 1.211120 2.9 -1.0 0.6
P -2.253101 -0.730881 -0.824648 0.7 0.1 -0.1
C -1.535501 -1.479921 0.510627 0.2 1.6 -0.9
C -0.084068 -1.542188 0.500231 -1.4 -0.1 -0.4
C 0.432517 -1.145568 -0.655214 0.2 0.8 -1.2
C -0.576196 -0.575070 -1.661657 1.1 -1.1 0.5
H -0.577199 -1.407783 -2.396552 -0.2 0.5 -0.3
H -2.127117 -1.638870 1.368944 -0.5 -0.7 0.9
H 0.960695 3.996184 1.407549 -1.1 1.3 0.0
H 0.458331 -1.910979 1.318405 0.7 -0.6 0.9
H 0.391447 2.188575 0.708686 -1.7 -0.3 -0.6
H -0.202101 0.354625 -2.173833 -0.7 -0.9 0.5
H 1.469664 -1.317081 -0.941617 -0.1 0.4 0.1
```
Forces are in eV/Å.

---

DFT (wB97M-V/def2-TZVPD) results for 2 unconnected molecules or ions with the total composition C4H8 in a non-equilibrium geometry.

Calculated values
- Orbital gap: 11.626 eV
- Structure (SMILES): C#C.CC
- HOMO: -10.60 eV

XYZ file:
```
12
Properties=species:S:1:pos:R:3:forces:R:3
C 0.889920 0.819506 0.265539 7.7 -3.3 6.4
C -3.187997 -0.086235 -0.427466 0.2 0.5 2.0
C -2.158277 0.076022 0.195814 -0.9 -0.4 -1.8
C 1.672599 -0.383450 -0.407644 0.5 1.4 5.3
H 0.627958 1.531380 -0.304070 -4.0 4.5 -4.4
H -4.242507 0.000668 -0.355539 -0.5 -0.3 -0.8
H 0.443229 0.475467 1.264188 0.2 1.3 -1.8
H 1.337683 -1.193227 0.288368 1.3 0.0 -1.1
H 2.759974 -0.138653 -0.499328 -1.1 -0.8 0.1
H -1.135838 0.248515 0.322894 0.6 0.0 0.6
H 1.874653 1.540034 0.553022 -2.3 -1.7 0.5
H 1.186934 -0.419875 -1.253397 -1.8 -1.3 -5.0
```
Forces are in eV/Å.